# 1
ORCA calculation (ωB97M-V/def2-TZVPD) on a molecular structure, C26H51BaClNO2P2SbSi3.

For the HOMO energy, the calculation gives -6.90 eV. For the energy above the lowest of the compared OMol25 structures with the same formula, charge and spin, the calculation gives 2.0 kcal/mol. Its energy is -95344.366 eV. Its HOMO-LUMO gap is 7.38 eV. The calculation puts the max |F| at 0.49 eV Å⁻¹.

Geometry (Å):
Ba (0.006, -0.243, -0.276)
O (-0.449, 2.248, 0.820)
C (-0.933, 2.526, -0.304)
O (-0.507, 2.079, -1.401)
C (-2.147, 3.426, -0.324)
C (-1.968, 4.828, -0.197)
C (-3.068, 5.626, -0.187)
C (-4.354, 5.039, -0.285)
C (-5.550, 5.792, -0.264)
C (-6.762, 5.169, -0.348)
C (-6.832, 3.764, -0.457)
C (-5.692, 3.012, -0.484)
C (-4.424, 3.633, -0.402)
N (-3.311, 2.845, -0.429)
H (-0.967, 5.228, -0.108)
H (-2.981, 6.702, -0.098)
H (-5.486, 6.870, -0.178)
H (-7.675, 5.750, -0.330)
H (-7.799, 3.282, -0.522)
H (-5.722, 1.934, -0.573)
C (-0.074, -2.126, 3.930)
P (0.611, -0.710, 2.994)
C (0.379, 0.660, 4.186)
C (2.416, -1.044, 3.157)
C (3.287, 0.138, 2.717)
P (2.999, 0.681, 0.961)
C (3.075, 2.501, 1.142)
C (4.625, 0.324, 0.199)
H (0.365, -2.216, 4.926)
H (0.102, -3.049, 3.376)
H (-1.152, -1.997, 4.031)
H (0.857, 0.456, 5.146)
H (-0.690, 0.808, 4.345)
H (0.771, 1.588, 3.768)
H (2.627, -1.921, 2.537)
H (2.645, -1.315, 4.193)
H (4.342, -0.123, 2.834)
H (3.109, 0.999, 3.365)
H (3.944, 2.830, 1.716)
H (2.157, 2.843, 1.622)
H (3.112, 2.954, 0.150)
H (5.448, 0.780, 0.754)
H (4.633, 0.702, -0.824)
H (4.775, -0.755, 0.154)
Cl (0.402, -3.726, -0.956)
C (1.645, -2.346, -1.133)
H (2.025, -2.478, -2.152)
H (2.464, -2.684, -0.485)
C (-4.881, -5.312, 1.055)
Si (-3.136, -4.797, 0.589)
C (-1.952, -5.186, 1.986)
C (-2.631, -5.733, -0.951)
Sb (-2.988, -2.290, 0.166)
Si (-4.669, -1.369, 1.831)
C (-6.443, -1.534, 1.245)
C (-4.454, -2.261, 3.472)
C (-4.228, 0.432, 2.079)
Si (-4.212, -2.156, -2.059)
C (-4.782, -0.394, -2.349)
C (-5.710, -3.284, -2.153)
C (-2.942, -2.661, -3.340)
H (-4.907, -6.395, 1.213)
H (-5.592, -5.073, 0.261)
H (-5.224, -4.835, 1.972)
H (-1.945, -6.259, 2.198)
H (-2.221, -4.662, 2.906)
H (-0.943, -4.885, 1.696)
H (-2.619, -6.804, -0.725)
H (-1.633, -5.445, -1.282)
H (-3.325, -5.579, -1.779)
H (-6.721, -2.582, 1.120)
H (-6.581, -1.031, 0.285)
H (-7.133, -1.081, 1.963)
H (-4.756, -3.307, 3.432)
H (-5.057, -1.766, 4.239)
H (-3.412, -2.226, 3.794)
H (-4.334, 1.018, 1.163)
H (-3.186, 0.529, 2.397)
H (-4.860, 0.879, 2.852)
H (-5.716, -0.205, -1.814)
H (-4.976, -0.239, -3.414)
H (-4.049, 0.350, -2.029)
H (-6.421, -3.060, -1.356)
H (-5.444, -4.340, -2.088)
H (-6.216, -3.126, -3.110)
H (-2.132, -1.929, -3.386)
H (-3.400, -2.712, -4.332)
H (-2.493, -3.629, -3.116)


# 2
ORCA calculation (ωB97M-V/def2-TZVPD) on a molecular structure, C26H51Br18GaN.

For the HOMO energy, the calculation gives -4.86 eV. Its energy is -1342418.786 eV. As for the charge: -1. Its HOMO-LUMO gap is 5.93 eV. The calculation puts the max |F| at 5.07 eV Å⁻¹.

Geometry (Å):
Ga (-1.930, 2.723, -5.072)
C (0.109, 2.770, -5.383)
C (0.998, 2.296, -4.185)
C (0.590, 2.839, -2.789)
C (1.705, 3.723, -2.136)
N (1.290, 3.991, -0.748)
C (1.429, 3.037, 0.204)
C (0.899, 3.621, 1.384)
C (0.474, 4.937, 1.050)
C (0.749, 5.142, -0.301)
H (-2.554, 4.116, -5.655)
H (-2.313, 2.728, -3.499)
H (-2.697, 1.532, -5.836)
H (0.464, 3.754, -5.723)
H (0.311, 2.061, -6.211)
H (2.037, 2.655, -4.371)
H (1.034, 1.198, -4.177)
H (0.439, 1.976, -2.120)
H (-0.324, 3.443, -2.783)
H (1.728, 4.661, -2.710)
H (2.661, 3.187, -2.172)
H (1.849, 2.056, 0.035)
H (0.816, 3.127, 2.347)
H (0.012, 5.632, 1.746)
H (0.564, 6.046, -0.869)
Br (1.721, 0.651, 2.261)
C (2.381, -1.203, 2.511)
C (3.406, -1.546, 1.456)
Br (2.565, -1.914, -0.262)
H (1.523, -1.857, 2.494)
H (2.838, -1.224, 3.488)
H (3.928, -2.463, 1.722)
H (4.130, -0.754, 1.290)
Br (0.841, -0.666, 4.464)
C (-0.770, -1.719, 4.812)
C (-1.159, -1.706, 6.264)
Br (-0.011, -2.881, 7.311)
H (-0.576, -2.722, 4.437)
H (-1.543, -1.248, 4.206)
H (-2.165, -2.099, 6.395)
H (-1.100, -0.719, 6.713)
Br (5.416, -4.855, 2.667)
C (5.170, -5.540, 4.472)
C (3.818, -5.176, 5.025)
Br (3.746, -3.313, 5.584)
H (5.991, -5.157, 5.070)
H (5.265, -6.621, 4.379)
H (3.610, -5.751, 5.927)
H (3.012, -5.323, 4.312)
Br (-5.452, 4.307, -10.577)
C (-5.133, 4.225, -8.652)
C (-4.350, 5.417, -8.177)
Br (-2.476, 5.257, -8.639)
H (-4.635, 3.281, -8.453)
H (-6.122, 4.213, -8.199)
H (-4.370, 5.477, -7.089)
H (-4.701, 6.355, -8.597)
Br (-3.251, 1.383, 5.171)
C (-4.877, 0.357, 5.473)
C (-5.291, 0.391, 6.922)
Br (-4.174, -0.782, 8.000)
H (-4.688, -0.648, 5.109)
H (-5.633, 0.831, 4.849)
H (-6.304, 0.011, 7.037)
H (-5.226, 1.381, 7.362)
Br (1.468, -5.366, 9.598)
C (0.131, -5.557, 10.997)
C (-0.973, -6.493, 10.580)
Br (-2.202, -5.646, 9.334)
H (-0.222, -4.558, 11.236)
H (0.670, -5.963, 11.852)
H (-1.583, -6.769, 11.439)
H (-0.604, -7.393, 10.095)
Br (-2.556, 6.704, -13.031)
C (-1.205, 5.532, -12.259)
C (-0.436, 4.796, -13.322)
Br (-1.474, 3.329, -14.073)
H (-1.721, 4.872, -11.567)
H (-0.544, 6.191, -11.699)
H (0.450, 4.329, -12.894)
H (-0.143, 5.432, -14.152)
Br (1.092, 4.010, -8.489)
C (2.866, 3.457, -7.937)
C (3.872, 4.563, -8.109)
Br (4.381, 4.789, -9.978)
H (3.112, 2.566, -8.507)
H (2.763, 3.194, -6.884)
H (4.798, 4.322, -7.590)
H (3.506, 5.526, -7.764)
Br (0.346, -8.586, 7.217)
C (-0.064, -9.975, 8.517)
C (-0.086, -11.340, 7.881)
Br (-1.716, -11.625, 6.859)
H (-1.010, -9.706, 8.979)
H (0.731, -9.913, 9.258)
H (-0.089, -12.116, 8.645)
H (0.746, -11.505, 7.203)


# 3
ORCA calculation (ωB97M-V/def2-TZVPD) on a molecular structure, C26H52AsClHfN2O9Si.

For the HOMO energy, the calculation gives -14.74 eV. For the energy above the lowest of the compared OMol25 structures with the same formula, charge and spin, the calculation gives 58.0 kcal/mol. Its energy is -131746.819 eV. As for the charge: +2. Its HOMO-LUMO gap is 8.48 eV. The calculation puts the max |F| at 5.36 eV Å⁻¹.

Geometry (Å):
Hf (0.200, 1.160, -0.500)
C (0.683, 1.268, 3.840)
C (1.042, 0.865, 2.447)
O (0.359, 1.295, 1.472)
N (2.118, 0.119, 2.272)
C (2.550, -0.487, 1.016)
C (3.218, 0.444, 0.032)
C (4.600, 0.445, -0.127)
C (5.176, 1.236, -1.111)
C (4.345, 2.003, -1.916)
C (2.980, 1.966, -1.689)
N (2.418, 1.207, -0.734)
H (-0.183, 1.926, 3.827)
H (1.512, 1.783, 4.323)
H (0.440, 0.396, 4.447)
H (2.595, -0.197, 3.106)
H (1.670, -0.941, 0.526)
H (3.246, -1.285, 1.274)
H (5.218, -0.171, 0.508)
H (6.246, 1.253, -1.245)
H (4.750, 2.624, -2.698)
H (2.305, 2.568, -2.297)
O (-2.050, 2.238, -3.155)
Cl (-1.441, 1.258, -2.398)
O (-1.775, -0.032, -2.702)
O (0.014, 1.446, -2.473)
O (-1.700, 1.548, -0.980)
C (0.040, 5.017, -3.154)
C (-0.702, 4.927, -1.819)
As (0.202, 3.780, -0.439)
C (1.490, 5.217, 0.217)
C (2.855, 5.233, -0.479)
C (-1.145, 3.998, 1.029)
C (-1.672, 5.410, 1.305)
H (-0.546, 5.611, -3.852)
H (0.183, 4.032, -3.597)
H (1.005, 5.508, -3.031)
H (-1.705, 4.519, -1.989)
H (-0.802, 5.934, -1.392)
H (1.637, 5.075, 1.294)
H (1.000, 6.188, 0.065)
H (3.435, 4.342, -0.237)
H (3.420, 6.104, -0.152)
H (2.745, 5.304, -1.560)
H (-0.675, 3.614, 1.942)
H (-1.981, 3.331, 0.782)
H (-0.858, 6.088, 1.565)
H (-2.364, 5.378, 2.145)
H (-2.209, 5.809, 0.446)
C (-4.322, -1.321, -0.598)
C (-3.308, -1.768, 0.454)
C (-2.899, -0.622, 1.383)
C (-3.894, -2.913, 1.284)
O (-2.180, -2.258, -0.258)
Si (-0.576, -2.130, -0.212)
O (0.005, -0.655, -0.634)
O (0.097, -2.215, 1.285)
C (0.280, -3.348, 2.152)
C (1.794, -3.545, 2.293)
C (-0.327, -4.621, 1.573)
C (-0.360, -3.014, 3.503)
O (0.087, -3.220, -1.176)
C (-0.418, -4.012, -2.265)
C (-1.473, -4.991, -1.754)
C (0.794, -4.761, -2.815)
C (-1.027, -3.107, -3.331)
H (-5.250, -1.027, -0.120)
H (-4.523, -2.145, -1.278)
H (-3.934, -0.494, -1.187)
H (-3.783, -0.186, 1.838)
H (-2.349, 0.155, 0.834)
H (-2.259, -1.014, 2.169)
H (-4.784, -2.571, 1.800)
H (-3.176, -3.259, 2.021)
H (-4.160, -3.752, 0.647)
H (2.223, -3.580, 1.295)
H (2.001, -4.484, 2.796)
H (2.248, -2.737, 2.863)
H (0.233, -4.909, 0.689)
H (-1.362, -4.457, 1.292)
H (-0.278, -5.423, 2.305)
H (-0.050, -2.027, 3.842)
H (-0.064, -3.754, 4.240)
H (-1.443, -3.028, 3.430)
H (-1.041, -5.700, -1.054)
H (-1.894, -5.542, -2.589)
H (-2.265, -4.443, -1.255)
H (1.244, -5.368, -2.034)
H (1.538, -4.055, -3.175)
H (0.489, -5.404, -3.633)
H (-1.849, -2.535, -2.911)
H (-1.390, -3.713, -4.156)
H (-0.287, -2.405, -3.706)